1.
A structure of composition C16H30N2Pd, computed with ωB97M-V with the def2-TZVPD basis set.

Output
- Orbital gap: 7.755 eV
- Net charge: +2
- Highest occupied orbital energy: -15.47 eV

Last column: Löwdin charge in e.
Atoms and positions in Å:
Pd -0.2940 -0.2925 0.0381  0.966
C 0.7181 2.8724 -1.1935  -0.001
C 0.8161 1.8366 -0.1100  -0.207
C -0.1689 1.7965 0.9424  -0.236
C -1.3094 2.7729 0.9096  -0.024
C 0.0280 0.9964 2.1151  -0.194
C -0.7950 1.2234 3.3524  -0.006
C 0.9570 -0.0428 2.0407  -0.211
C 1.0835 -1.0371 3.1593  -0.003
C 1.8048 -0.1448 0.8712  -0.236
C 2.8083 -1.2591 0.7840  -0.019
C 1.8690 0.9185 -0.0863  -0.189
C 3.0055 1.0045 -1.0666  -0.005
H 1.0771 3.8366 -0.8236  0.123
H -0.3054 3.0218 -1.5284  0.085
H 1.3109 2.6042 -2.0617  0.087
H -0.9612 3.7533 1.2474  0.129
H -2.1237 2.4776 1.5670  0.090
H -1.7006 2.9181 -0.0956  0.083
H -1.7024 0.6152 3.3667  0.111
H -1.0880 2.2659 3.4465  0.094
H -0.2192 0.9714 4.2397  0.099
H 1.8857 -0.7342 3.8382  0.125
H 1.3345 -2.0335 2.8059  0.081
H 0.1682 -1.1095 3.7389  0.089
H 3.6768 -1.0181 1.4039  0.128
H 3.1594 -1.4119 -0.2326  0.091
H 2.4212 -2.2033 1.1607  0.075
H 2.7764 0.5078 -2.0119  0.111
H 3.9106 0.5593 -0.6626  0.093
H 3.2308 2.0450 -1.2885  0.100
N -2.3359 -0.1118 -0.4949  -0.027
C -2.7946 -0.3039 -1.9094  -0.200
C -2.3650 -1.6527 -2.4564  -0.175
C -0.8574 -1.7562 -2.7479  -0.192
C -0.1340 -2.7350 -1.8486  -0.197
N -0.2549 -2.3455 -0.4000  -0.029
H -2.8564 -0.7615 0.0917  0.114
H -2.6311 0.8129 -0.1893  0.087
H -2.3785 0.5078 -2.5057  0.126
H -3.8813 -0.2105 -1.9232  0.133
H -2.9349 -1.8470 -3.3639  0.130
H -2.6875 -2.4296 -1.7526  0.117
H -0.3866 -0.7745 -2.6254  0.094
H -0.6809 -2.0370 -3.7850  0.129
H 0.9266 -2.7699 -2.0930  0.125
H -0.5330 -3.7454 -1.9534  0.135
H 0.5089 -2.7858 0.1066  0.094
H -1.0977 -2.7650 -0.0158  0.105



2.
A cluster of 6 separate species, C25H43ClO14PS in total, computed with ωB97M-V with the def2-TZVPD basis set.

Output
- Orbital gap: 6.939 eV
- Net charge: +1
- Highest occupied orbital energy: -11.24 eV

Last column: Löwdin charge in e.
Atoms and positions in Å:
C 7.2169 1.4138 2.9309  -0.090
O 6.3847 2.3725 3.5621  -0.184
C 5.6961 3.1904 2.6513  -0.248
C 5.1076 4.3806 3.4176  -0.143
C 3.5798 4.4129 3.5532  -0.225
C 2.8022 4.2895 2.2281  -0.410
S 2.3252 2.5787 1.8672  0.656
Cl 1.0639 2.7469 0.3362  0.369
P 1.1492 1.9909 3.6301  0.249
O 2.1571 1.3542 4.4448  -0.212
O 0.5406 3.3047 4.2550  -0.083
O 0.0225 1.1934 2.9294  -0.166
H 6.7483 1.0146 2.0236  0.088
H 8.1799 1.8554 2.6574  0.094
H 7.3615 0.5911 3.6277  0.092
H 4.9289 2.5907 2.1339  0.081
H 6.3786 3.5453 1.8676  0.130
H 5.5208 4.3214 4.4244  0.128
H 5.4384 5.3107 2.9520  0.120
H 3.2549 3.6820 4.2961  0.096
H 3.2955 5.3896 3.9508  0.128
H 3.3726 4.6407 1.3670  0.107
H 1.8615 4.8379 2.2824  0.080
H -0.1220 3.7456 3.7019  0.113
H -0.6339 0.8222 3.6120  0.053
O 2.8606 -0.5137 -2.5695  0.117
C 2.1742 -1.2330 -1.9016  -0.490
O 2.1250 -2.5680 -2.0789  0.020
C 1.1235 -3.1557 -1.2254  -0.133
C 0.9283 -2.1568 -0.0917  -0.149
C 1.2077 -0.8362 -0.8032  -0.082
H 0.2130 -3.2873 -1.8136  0.126
H 1.4786 -4.1293 -0.8988  0.129
H -0.0527 -2.2218 0.3660  0.090
H 1.6800 -2.3267 0.6823  0.122
H 0.3087 -0.4336 -1.2755  0.105
H 1.6597 -0.0790 -0.1679  0.084
O -1.5708 -4.0531 -6.4781  0.122
C -0.4911 -3.5663 -6.3210  -0.488
O 0.5310 -4.2504 -5.7470  0.020
C 1.6748 -3.3964 -5.5784  -0.149
C 1.4930 -2.2742 -6.5947  -0.145
C -0.0288 -2.1597 -6.6589  -0.070
H 1.6803 -3.0259 -4.5517  0.106
H 2.5747 -3.9845 -5.7411  0.127
H 2.0014 -1.3565 -6.3070  0.114
H 1.8811 -2.5872 -7.5647  0.118
H -0.4276 -1.4841 -5.8989  0.123
H -0.4106 -1.8624 -7.6315  0.128
O -1.4273 0.2978 4.8840  0.099
C -2.5504 -0.1601 4.7872  -0.434
O -3.1859 -0.6122 5.8551  0.076
C -4.4529 -1.2012 5.4810  -0.109
C -4.7864 -0.5690 4.1349  -0.132
C -3.3931 -0.3399 3.5454  -0.059
H -4.3149 -2.2810 5.4170  0.135
H -5.1730 -0.9837 6.2636  0.134
H -5.4373 -1.1913 3.5259  0.097
H -5.2829 0.3892 4.2887  0.127
H -3.0144 -1.2080 3.0008  0.118
H -3.3274 0.5357 2.9033  0.136
O -1.9588 -1.7015 -0.7281  0.096
C -2.9828 -2.1510 -0.2932  -0.450
O -3.2613 -2.1664 1.0323  -0.002
C -4.5045 -2.8693 1.2634  -0.136
C -5.2560 -2.8000 -0.0596  -0.132
C -4.1094 -2.7982 -1.0664  -0.053
H -4.2651 -3.8934 1.5543  0.137
H -5.0235 -2.3807 2.0848  0.094
H -5.9640 -3.6146 -0.1877  0.124
H -5.8063 -1.8605 -0.1254  0.123
H -3.7948 -3.8073 -1.3403  0.143
H -4.3155 -2.2343 -1.9725  0.134
O -2.4534 1.4059 -6.0160  0.140
C -2.1912 1.4905 -4.8571  -0.483
O -2.6052 0.5675 -3.9472  0.023
C -2.2377 0.9640 -2.6205  -0.158
C -1.0680 1.9282 -2.8046  -0.161
C -1.4078 2.5792 -4.1428  -0.067
H -3.0997 1.4509 -2.1538  0.129
H -1.9917 0.0697 -2.0538  0.087
H -0.9606 2.6375 -1.9836  0.089
H -0.1342 1.3690 -2.8969  0.110
H -2.0562 3.4500 -4.0315  0.132
H -0.5365 2.8545 -4.7306  0.128



3.
A structure of composition CH4IN2 at a distorted geometry, computed with ωB97M-V with the def2-TZVPD basis set.

Output
- Orbital gap (alpha / beta): 8.197 / 8.196 eV
- Net charge: +1
- Highest occupied orbital energy (alpha / beta): -13.69 / -13.69 eV

Last column: natural (NBO) charge in e.
Atoms and positions in Å:
C 0.0852 -0.4014 1.6355  0.286
N -0.3531 -1.2773 2.2947  -0.482
N 0.1871 0.6790 -1.5445  -1.117
I 1.0745 1.1643 1.0608  0.688
H 1.0028 0.4150 -2.1514  0.388
H -1.1807 -1.8807 2.3339  0.489
H -0.4656 -0.0804 -1.6705  0.369
H -0.3501 1.3814 -1.9585  0.379



4.
A structure of composition C30H44IrN2O2S2, computed with ωB97M-V with the def2-TZVPD basis set.

Output
- Orbital gap (alpha / beta): 7.080 / 7.989 eV
- <S²>: 6.0091
- Spin multiplicity: 5
- Net charge: +1
- Highest occupied orbital energy (alpha / beta): -8.84 / -10.94 eV

Last column: Mulliken spin population.
Atoms and positions in Å:
Ir -0.3858 0.0495 0.1967  2.499
C 0.5985 -0.7707 3.1050  0.003
N -0.6958 -0.4044 2.5117  0.026
C -1.2493 0.6941 3.3201  -0.004
C -1.6268 -1.5465 2.5788  0.005
C -1.2710 -2.6506 1.6022  0.003
N -1.2874 -2.1933 0.2073  0.199
C -2.6448 -2.1071 -0.3366  0.037
C -0.4719 -3.0823 -0.6259  -0.020
H 0.4687 -1.1138 4.1395  -0.003
H 1.2546 0.0971 3.0991  0.000
H 1.0720 -1.5619 2.5288  0.000
H -1.3175 0.3868 4.3710  0.000
H -2.2333 0.9627 2.9529  -0.003
H -0.6051 1.5664 3.2402  0.000
H -2.6293 -1.1666 2.3765  -0.002
H -1.6377 -1.9590 3.5964  0.000
H -1.9552 -3.4977 1.7431  -0.005
H -0.2662 -3.0177 1.8144  -0.003
H -3.0920 -3.1035 -0.4345  0.004
H -2.6028 -1.6276 -1.3140  -0.020
H -3.2752 -1.5018 0.3132  0.000
H -0.8227 -4.1182 -0.5501  0.001
H 0.5694 -3.0295 -0.3088  0.003
H -0.5358 -2.7662 -1.6643  0.000
C 0.8036 1.1005 -3.9126  0.109
C -0.2001 1.3657 -2.7665  -0.042
C -1.6042 1.4600 -3.3908  0.075
C -0.1859 0.1875 -1.8211  0.998
C 0.2536 2.6680 -2.1102  -0.042
C -0.1847 3.9144 -2.5543  -0.009
C 0.3432 5.0912 -2.0376  0.009
C 1.3192 5.0502 -1.0529  -0.003
C 1.7626 3.8174 -0.5955  0.057
C 1.2399 2.6464 -1.1241  0.027
H 0.5474 0.1760 -4.4328  -0.003
H 1.8178 1.0085 -3.5207  -0.044
H 0.7927 1.9186 -4.6351  0.005
H -1.8265 0.5196 -3.8973  0.018
H -1.6790 2.2533 -4.1354  0.002
H -2.3692 1.6242 -2.6304  -0.035
H 0.0579 -0.7367 -2.3513  -0.004
H -0.9386 3.9821 -3.3263  -0.002
H -0.0071 6.0439 -2.4138  0.000
H 1.7353 5.9661 -0.6549  0.000
H 2.5338 3.7681 0.1635  0.006
H 1.6275 1.6889 -0.7885  0.080
C -2.8824 4.2930 0.7154  0.004
S -2.9235 2.6906 -0.0638  0.012
C -4.5437 2.1835 0.5105  0.001
O -1.9454 1.8537 0.7325  0.067
H -2.8937 4.1443 1.7944  0.000
H -3.7500 4.8642 0.3875  0.001
H -1.9681 4.7891 0.4015  0.000
H -5.3020 2.6963 -0.0793  0.000
H -4.6587 2.4069 1.5700  0.000
H -4.6128 1.1115 0.3366  0.002
O 1.9712 -0.4332 0.2518  -0.022
S 3.1896 -1.0804 0.8714  0.029
C 4.4359 -0.9326 -0.4028  0.005
C 5.7534 -1.2664 -0.1180  -0.001
C 6.6974 -1.1663 -1.1248  0.000
C 6.3197 -0.7431 -2.3946  0.000
C 4.9985 -0.4235 -2.6627  0.009
C 4.0384 -0.5205 -1.6622  -0.049
C 3.8448 0.0949 2.0385  -0.008
C 4.3020 -0.3624 3.2624  0.002
C 4.7653 0.5599 4.1937  0.000
C 4.7483 1.9128 3.8924  0.001
C 4.2781 2.3575 2.6597  -0.001
C 3.8251 1.4471 1.7214  0.008
H 6.0421 -1.5897 0.8745  0.000
H 7.7294 -1.4157 -0.9199  0.000
H 7.0619 -0.6661 -3.1772  0.000
H 4.7080 -0.0975 -3.6520  -0.001
H 2.9996 -0.2812 -1.8474  0.018
H 4.2937 -1.4214 3.4889  0.000
H 5.1310 0.2204 5.1528  0.000
H 5.1016 2.6291 4.6217  0.000
H 4.2742 3.4147 2.4307  0.000
H 3.4502 1.7708 0.7581  -0.001



5.
A structure of composition C14H28Cl14F4MgN2O8S4 at a distorted geometry, computed with ωB97M-V with the def2-TZVPD basis set.

Output
- Orbital gap (alpha / beta): 7.180 / 2.098 eV
- <S²>: 0.7531
- Spin multiplicity: 2
- Net charge: +1
- Highest occupied orbital energy (alpha / beta): -12.55 / -12.55 eV

Last column: Mulliken spin population.
Atoms and positions in Å:
Mg -3.1935 1.3331 1.3037  0.000
N -4.3427 1.9450 2.5659  0.000
S -4.3431 2.2540 4.1383  0.000
O -4.5082 1.2555 5.2636  0.000
O -4.5816 3.6984 4.3632  0.000
F -2.7207 2.2378 4.1653  0.000
S -6.0581 2.0577 2.5278  0.000
O -6.5496 3.4000 2.7511  0.000
O -6.9344 0.9480 2.8872  0.000
F -6.0720 1.9900 0.9260  0.000
N -1.5480 0.7969 0.9240  0.000
S -0.5116 1.0945 -0.4255  0.000
O 0.3224 0.0617 -0.9966  -0.001
O -0.3205 2.4916 -0.7767  0.000
F -1.7396 0.9222 -1.4660  0.000
S -0.3747 0.0392 1.6643  0.000
O 0.8107 0.7858 2.0916  0.000
O -0.3168 -1.4178 1.4288  0.000
F -1.1701 -0.0285 3.0427  0.000
Cl 1.9891 5.2778 0.8923  0.001
C 2.5015 4.3487 -0.6114  0.001
C 3.6019 5.0608 -1.3636  0.000
Cl 5.2474 5.1015 -0.6373  0.015
H 1.6864 4.4653 -1.3257  0.000
H 2.7295 3.3250 -0.3143  0.000
H 3.2290 6.0759 -1.5002  0.001
H 3.7910 4.6229 -2.3437  0.002
Cl -1.2414 -5.6289 -2.5428  0.015
C -0.6216 -4.3898 -1.4130  0.008
C -0.9437 -2.9348 -1.9644  -0.001
Cl 0.0510 -2.7245 -3.4871  0.059
H 0.4584 -4.4851 -1.3005  0.000
H -1.0587 -4.5380 -0.4255  0.001
H -0.6729 -2.2461 -1.1641  0.002
H -2.0041 -2.7761 -2.1607  0.002
Cl -1.8770 -4.5422 2.2616  0.001
C -0.4899 -4.7393 3.3903  0.000
C 0.8857 -4.6795 2.6941  0.000
Cl 1.0719 -5.9272 1.4591  0.000
H -0.7126 -5.6876 3.8796  0.000
H -0.5528 -4.0013 4.1900  0.000
H 1.7295 -4.6760 3.3841  0.000
H 0.8778 -3.7481 2.1281  0.000
Cl 3.4859 2.0196 -3.0360  0.104
C 2.9727 1.1085 -4.5250  0.037
C 1.5304 0.6553 -4.6139  0.004
Cl 1.2179 -0.1920 -6.1980  0.223
H 3.4997 0.1551 -4.4865  0.030
H 3.3123 1.5632 -5.4556  0.006
H 0.8693 1.5177 -4.6994  0.053
H 1.2631 0.0340 -3.7591  0.007
Cl 2.6891 1.9028 6.5292  0.000
C 2.4046 0.5161 5.4948  0.000
C 1.3809 -0.4605 6.0020  0.000
Cl 1.3385 -1.9106 4.9321  0.000
H 3.3972 0.0709 5.5633  0.000
H 2.2249 0.8226 4.4644  0.000
H 0.3526 -0.1047 6.0647  0.000
H 1.6163 -0.8393 6.9966  0.000
Cl 3.0356 -2.7751 0.4902  0.062
C 3.3005 -3.3859 -1.1248  0.043
C 3.2444 -2.1785 -2.1015  0.012
Cl 3.8142 -2.5510 -3.7403  0.286
H 2.5197 -4.1374 -1.2417  0.000
H 4.3055 -3.8058 -1.1647  0.000
H 3.9975 -1.5291 -1.6551  0.010
H 2.2493 -1.7337 -2.1052  -0.001
Cl -3.4660 4.0860 -5.2465  0.001
C -3.2465 3.0166 -3.8746  0.001
C -3.2615 1.6447 -4.5109  0.000
Cl -1.8519 1.3199 -5.6687  0.017
H -4.0413 3.1657 -3.1438  0.000
H -2.2940 3.1834 -3.3716  0.000
H -4.1278 1.5420 -5.1644  0.000
H -3.2568 0.8608 -3.7536  0.001



6.
The molecule C4H7NS at a distorted geometry, computed with ωB97M-V with the def2-TZVPD basis set.

Output
- Orbital gap: 8.439 eV
- Highest occupied orbital energy: -8.69 eV
- Structure (SMILES): C/N=C/C(C)=S

Last column: natural (NBO) charge in e.
Atoms and positions in Å:
C 0.1300 -0.4740 -0.3443  0.028
C 1.3705 0.1701 0.0229  -0.114
C 1.4167 1.6974 0.0149  -0.682
C -2.0617 -1.1974 0.1867  -0.437
N -0.8655 -0.4983 0.4622  -0.371
S 2.6871 -0.6838 0.2460  0.090
H 0.2229 -1.0393 -1.2510  0.174
H 1.2427 2.0549 1.0044  0.250
H 2.3765 2.2404 -0.0603  0.244
H 0.6674 2.0251 -0.6664  0.220
H -1.9859 -2.2353 0.6541  0.212
H -2.9246 -0.7058 0.5916  0.208
H -2.2761 -1.3538 -0.8608  0.177